Formula: C24H30Cl3N4O6PPdS
Source: the OMol25 dataset
Level of theory: ωB97M-V with the def2-TZVPD basis set

Calculated values
Charge = +2
Kohn-Sham gap = 7.58 eV

Each line ends with the Löwdin charge.
CARTESIAN COORDINATES (ANGSTROEM)
Pd1 2.06149 -0.53912 -0.53770  1.050
Cl1 5.94191 0.95725 -3.13372  0.646
C1 5.40218 -0.72130 -2.78560  -1.512
Cl2 5.01244 -1.54200 -4.28744  0.687
Cl3 6.65055 -1.56100 -1.91394  0.702
C2 4.10601 -0.60895 -1.95424  -0.766
O1 3.08668 -0.07076 -2.47703  -0.128
O2 4.06362 -1.05965 -0.79255  -0.064
N1 2.06996 -1.97126 6.30370  0.203
C3 1.31787 -1.26192 5.44057  -0.512
O3 0.44831 -0.47650 5.75167  0.095
C4 1.61006 -1.44064 3.97059  -0.107
C5 0.56987 -1.79813 3.11968  0.036
C6 0.77013 -1.74188 1.76210  -0.076
N2 1.94420 -1.34284 1.23931  -0.067
C7 2.96835 -1.04612 2.05173  -0.080
C8 2.83892 -1.10697 3.42564  0.032
H1 1.88942 -1.87663 7.29069  0.130
H2 2.72378 -2.66909 5.99567  0.118
H3 -0.39145 -2.09687 3.51402  0.138
H4 0.00742 -2.01775 1.05039  0.102
H5 3.89275 -0.75419 1.57529  0.114
H6 3.68198 -0.84803 4.05151  0.134
O4 0.08442 -0.94756 -0.86801  -0.641
S1 -1.11185 -0.05001 -1.28335  1.029
C9 -2.01643 -1.10808 -2.43690  -0.250
C10 -2.50195 -2.40399 -1.85909  -0.291
C11 -1.61745 -3.45330 -1.62036  -0.045
C12 -2.07761 -4.63578 -1.06052  -0.060
C13 -3.42185 -4.77996 -0.74196  -0.063
C14 -4.30894 -3.74228 -0.99041  -0.057
C15 -3.84903 -2.55631 -1.54638  -0.051
C16 -2.17317 -0.08045 0.15304  -0.281
C17 -3.41662 0.75228 -0.04913  -0.284
C18 -3.37713 2.00842 -0.65108  -0.072
C19 -4.53855 2.75233 -0.80204  -0.068
C20 -5.74894 2.25148 -0.34353  -0.060
C21 -5.79452 1.00227 0.25846  -0.050
C22 -4.63549 0.25332 0.39804  -0.043
H7 -1.29214 -1.24868 -3.24135  0.109
H8 -2.83000 -0.47854 -2.80393  0.109
H9 -0.57206 -3.34760 -1.88172  0.113
H10 -1.38944 -5.45212 -0.88582  0.112
H11 -3.78023 -5.70714 -0.31517  0.113
H12 -5.36038 -3.85997 -0.76424  0.114
H13 -4.54406 -1.75023 -1.75226  0.117
H14 -1.53593 0.30101 0.95636  0.103
H15 -2.41266 -1.12536 0.36051  0.100
H16 -2.43789 2.40642 -1.02253  0.090
H17 -4.50279 3.72121 -1.28218  0.110
H18 -6.65416 2.83226 -0.45698  0.115
H19 -6.73559 0.60651 0.61610  0.117
H20 -4.67747 -0.72577 0.86062  0.120
N3 0.45133 4.05260 0.87821  0.148
C23 1.91743 4.17632 0.54532  -0.159
P1 2.29191 2.65020 -0.43922  0.399
O5 0.99044 2.44069 -1.17853  -0.383
O6 2.83043 1.60864 0.47196  -0.339
C24 3.49496 3.13512 -1.73539  -0.181
N4 3.01040 2.57675 -3.03912  0.130
H21 -0.01883 4.95461 0.94187  0.171
H22 0.30916 3.55729 1.75925  0.172
H23 0.04211 3.48047 0.10824  0.116
H24 2.49548 4.23945 1.46317  0.112
H25 2.04451 5.08867 -0.03350  0.106
H26 4.48176 2.72832 -1.52876  0.078
H27 3.56654 4.21875 -1.81919  0.110
H28 3.51456 2.96403 -3.83577  0.164
H29 2.00424 2.75077 -3.12956  0.144
H30 3.13705 1.53730 -3.03353  0.080

Atoms 1-6, force components in eV/Å:
0.5 -1.4 -1.0
0.0 0.0 0.0
-0.1 0.0 0.0
0.0 0.0 -0.1
0.1 0.0 0.1
0.3 -0.2 0.0

Formula: C24H30CuN8O2P
Source: the OMol25 dataset
Level of theory: ωB97M-V with the def2-TZVPD basis set

Calculated values
Charge = +1
Kohn-Sham gap (spin up / spin down) = 8.34 / 8.20 eV
Spin multiplicity = 2

Each line ends with the Mulliken spin population.
CARTESIAN COORDINATES (ANGSTROEM)
Cu1 0.26147 2.16386 0.61131  0.659
O1 4.16909 3.08001 0.23287  0.005
C1 2.96871 3.02359 0.33145  0.013
N1 2.17823 1.99291 0.76769  0.155
C2 2.67465 0.87241 1.38010  0.020
O2 3.80740 0.45775 1.42477  0.005
C3 1.55925 0.11046 2.09120  -0.014
C4 1.84697 -1.00195 2.85863  0.002
C5 0.80713 -1.64750 3.50778  -0.003
C6 -0.48308 -1.16186 3.35821  0.003
C7 -0.68601 -0.05074 2.56159  -0.002
N2 0.31334 0.57988 1.94796  0.045
C8 2.11790 4.24006 -0.01269  -0.008
C9 2.70972 5.41518 -0.43415  0.003
C10 1.89705 6.50255 -0.70857  -0.002
C11 0.52357 6.37335 -0.56196  0.004
C12 0.01159 5.15791 -0.14616  -0.002
N3 0.79315 4.11474 0.13106  0.045
H1 2.87571 -1.32773 2.92800  0.000
H2 0.99394 -2.52633 4.11041  0.000
H3 -1.32112 -1.64164 3.84332  0.001
H4 -1.67883 0.34894 2.39979  0.003
H5 3.78605 5.44500 -0.52808  0.001
H6 2.32706 7.44060 -1.03325  0.000
H7 -0.14374 7.19854 -0.76535  0.000
H8 -1.05398 5.00257 -0.03271  0.002
C13 0.03922 0.21118 -3.89941  0.000
N4 -1.16756 0.29229 -3.08732  0.001
C14 -2.39202 -0.33633 -3.55987  0.000
C15 -1.07736 0.91500 -1.88406  -0.001
N5 -0.00479 1.36722 -1.34612  0.009
N6 -2.30994 1.07188 -1.23362  0.000
C16 -2.61540 1.78565 -0.09535  -0.001
N7 -3.95875 1.85748 0.13978  0.001
N8 -1.73806 2.36190 0.65314  0.061
H9 -0.22528 -0.16965 -4.88076  0.000
H10 0.78365 -0.45568 -3.45997  0.000
H11 0.48353 1.19862 -4.03782  0.000
H12 -2.17430 -0.85820 -4.48591  0.000
H13 -3.17469 0.39528 -3.78423  0.000
H14 -2.76371 -1.07934 -2.85004  0.000
H15 0.82724 1.18679 -1.89050  -0.004
H16 -3.11354 0.78112 -1.76103  0.000
H17 -4.58102 1.18636 -0.27719  0.000
H18 -4.26627 2.24195 1.01652  -0.001
H19 -2.16465 2.84176 1.43706  0.002
C17 -0.69256 -3.18648 -1.88137  0.000
P1 -0.15848 -2.27175 -0.36979  -0.002
C18 1.62302 -2.05767 -0.77853  0.000
C19 -0.11528 -3.66004 0.82196  0.000
C20 -1.32985 -4.03924 1.39558  0.000
C21 -1.39127 -5.05901 2.33198  0.000
C22 -0.22683 -5.70807 2.72405  0.000
C23 0.98712 -5.33822 2.16525  0.000
C24 1.04255 -4.32318 1.21774  0.000
H20 -0.07160 -4.06306 -2.07007  0.000
H21 -0.62954 -2.51465 -2.74096  0.000
H22 -1.73008 -3.50437 -1.77474  0.000
H23 2.06726 -2.95527 -1.21214  0.000
H24 2.19544 -1.76837 0.10289  0.000
H25 1.71990 -1.24270 -1.49620  0.000
H26 -2.23904 -3.52017 1.10845  0.000
H27 -2.34322 -5.34599 2.75987  0.000
H28 -0.26871 -6.50172 3.45836  0.000
H29 1.89675 -5.84394 2.46307  0.000
H30 2.00286 -4.05395 0.79809  0.000

Atoms 1-6, force components in eV/Å:
-0.1 0.0 0.1
0.1 0.0 0.0
-0.1 0.1 0.0
0.1 0.0 0.1
-0.2 -0.2 0.1
0.0 0.0 0.0

Formula: C24H30F3IN4NiSb
Source: the OMol25 dataset
Level of theory: ωB97M-V with the def2-TZVPD basis set

Calculated values
Charge = +1
Kohn-Sham gap (spin up / spin down) = 7.94 / 7.98 eV
Spin multiplicity = 3

Each line ends with the Mulliken spin population.
CARTESIAN COORDINATES (ANGSTROEM)
Ni1 0.81470 -1.93627 0.04732  1.624
N1 -1.37567 -2.00358 -0.44413  0.047
C1 -2.19741 -1.79237 0.76273  -0.011
C2 -1.31954 -1.65710 2.01715  -0.001
N2 -0.14232 -2.53436 1.97912  0.054
C3 -0.51815 -3.95843 1.98304  0.005
C4 0.46328 -4.83450 1.18971  -0.007
N3 0.74532 -4.23092 -0.11675  0.055
C5 0.76662 -2.20379 3.08762  -0.005
C6 2.23242 -2.41666 2.70321  0.000
N4 2.50155 -1.73958 1.43019  0.055
H1 -1.67458 -1.37150 -1.18705  -0.006
H2 -1.52660 -2.94224 -0.80423  -0.003
H3 -2.91169 -2.60831 0.89632  0.000
H4 -2.77672 -0.87230 0.66728  0.002
H5 -1.92970 -1.83820 2.91249  0.000
H6 -0.95548 -0.62442 2.06779  0.000
H7 -1.50124 -4.06043 1.52652  -0.001
H8 -0.57925 -4.34610 3.00738  0.000
H9 0.03238 -5.83997 1.09426  0.002
H10 1.40505 -4.92642 1.72874  0.001
H11 0.02275 -4.48740 -0.78672  -0.004
H12 1.61647 -4.60008 -0.49226  -0.002
H13 0.53265 -2.79767 3.97898  -0.001
H14 0.62646 -1.15141 3.34417  0.000
H15 2.43141 -3.47864 2.57069  0.001
H16 2.87021 -2.04346 3.51489  0.002
H17 3.35513 -2.10756 1.00567  -0.003
H18 2.67169 -0.74493 1.58912  -0.003
I1 2.34423 -1.64874 -1.95198  0.097
F1 -1.03539 2.52003 -6.39350  0.000
C7 -0.71886 2.11482 -5.15764  0.000
C8 -0.57639 3.05895 -4.15250  0.001
C9 -0.25915 2.63013 -2.87827  0.000
C10 -0.08384 1.27634 -2.61917  0.013
C11 -0.24161 0.34707 -3.63540  -0.007
C12 -0.55457 0.76195 -4.91793  0.001
Sb1 0.34898 0.74173 -0.57579  0.046
C13 1.82069 2.27167 -0.21616  0.011
C14 2.65339 2.64844 -1.26203  0.003
C15 3.56023 3.67742 -1.08455  0.000
C16 3.62902 4.30251 0.15004  0.002
F2 4.48812 5.31235 0.32398  0.000
C17 2.84141 3.90386 1.21823  0.001
C18 1.93821 2.87449 1.02687  0.001
C19 -1.54828 1.58783 0.13185  0.030
C20 -1.71730 2.15306 1.38543  -0.001
C21 -2.95572 2.62888 1.77911  0.001
C22 -4.02845 2.50662 0.91211  0.003
F3 -5.23050 2.95615 1.29035  0.000
C23 -3.88797 1.91976 -0.33371  -0.001
C24 -2.64234 1.46051 -0.71466  -0.003
H19 -0.71282 4.10569 -4.37795  0.000
H20 -0.14639 3.35851 -2.08514  -0.001
H21 -0.10033 -0.70869 -3.44743  0.000
H22 -0.66692 0.05457 -5.72351  0.000
H23 2.59258 2.14547 -2.21932  0.001
H24 4.19925 4.00908 -1.88765  0.000
H25 2.93743 4.40492 2.16929  0.000
H26 1.31861 2.55598 1.85684  0.000
H27 -0.88123 2.25223 2.06314  0.001
H28 -3.10112 3.09785 2.73844  0.000
H29 -4.74292 1.84172 -0.98577  0.000
H30 -2.51982 1.02543 -1.69887  0.000

Atoms 1-6, force components in eV/Å:
-0.5 -0.5 0.8
0.1 -0.2 -0.5
-0.1 0.0 0.6
-0.3 0.3 -0.1
0.0 0.3 0.0
0.3 -0.3 -0.3

Respective E_tot values: -3850.5924 -3502.8271 -3497.2513 Eh.